# 1
{"formula": "C4H7NO2", "method": "the ωB97M-V functional and the def2-TZVPD basis", "symbols": ["C", "N", "C", "C", "C", "O", "O", "H", "H", "H", "H", "H", "H", "H"], "coordinates": [[-1.443524, -0.973517, 0.622038], [-1.283048, 0.191042, -0.030363], [0.087960, 2.077043, -0.113990], [0.003923, 0.560902, -0.504126], [1.146353, -0.204387, -0.084431], [2.108385, -0.454264, -0.856985], [-0.480907, -1.777782, 0.910241], [-2.436351, -1.067576, 1.073296], [-1.940001, 0.945966, -0.090687], [0.322343, 2.207196, 0.962867], [-0.934426, 2.479362, -0.261591], [0.704772, 2.673331, -0.787556], [0.054144, 0.544692, -1.597718], [1.422748, -0.024144, 0.970939]], "forces_ev_per_a": [[2.6, -1.6, 2.0], [0.3, -1.6, 0.2], [-0.3, -0.1, 0.2], [-1.2, 2.5, -2.3], [5.7, 0.6, 0.0], [-3.3, 0.0, 1.7], [-3.3, 2.7, -1.6], [-0.1, -0.4, -0.2], [-0.7, -0.6, 0.3], [0.1, 0.0, -0.7], [0.5, 0.0, 0.1], [0.4, -0.2, 0.4], [-0.3, -0.2, -0.1], [-0.3, -0.9, 0.2]], "smiles": "C[C@@H](C=O)NC=O", "e_homo_ev": -9.8, "lumo_energy_ev": 0.5266, "e_above_lowest_ev": 2.039, "total_energy_ha": -361.805916}

# 2
{"formula": "C4H13NO2", "method": "the ωB97M-V functional and the def2-TZVPD basis", "symbols": ["N", "C", "C", "C", "C", "H", "H", "H", "H", "H", "H", "H", "H", "H", "H", "H", "O", "H", "H", "O"], "coordinates": [[0.019245, 1.105680, 1.011804], [-1.452586, 1.256670, 1.170728], [-1.949293, 0.487652, -0.082307], [-0.943830, 0.952393, -1.177625], [0.301210, 1.523275, -0.354786], [0.212325, 0.123731, 1.147016], [-1.838867, 0.807638, 2.067644], [-1.607430, 2.340000, 1.236492], [-1.756947, -0.574724, 0.097119], [-2.999897, 0.629000, -0.352282], [-0.701265, 0.097401, -1.802414], [-1.186432, 1.743034, -1.892426], [1.282920, 1.163474, -0.847444], [0.491650, 2.581878, -0.415259], [0.928324, -3.548398, 1.056766], [0.181079, -2.855676, -0.031234], [1.053413, -2.857420, 0.394682], [2.675633, -2.031914, -0.200495], [3.763218, -1.026295, -0.369519], [3.527532, -1.917401, -0.656458]], "forces_ev_per_a": [[0.3, 0.4, 1.1], [1.0, -0.4, -1.0], [0.1, 1.5, -0.4], [0.8, 0.7, 0.0], [0.6, -2.2, -1.4], [0.4, -0.1, -0.2], [0.2, -0.2, 0.6], [-0.6, -0.2, -0.5], [-0.2, 0.1, 0.1], [0.1, 0.0, 0.0], [0.5, -0.1, 0.0], [-1.0, -0.1, 0.3], [-1.4, -0.2, 1.3], [-0.9, 0.7, 0.1], [0.4, 0.1, 0.1], [0.4, 0.2, -0.1], [-1.0, -0.3, 0.1], [0.2, -0.4, -0.3], [0.3, -0.1, -0.2], [-0.4, 0.5, 0.4]], "smiles": "C1CCNC1.O.O", "e_homo_ev": -8.9, "lumo_energy_ev": 0.3284, "e_above_lowest_ev": 1.015, "total_energy_ha": -365.405176}

# 3
{"formula": "C5H10O2", "method": "the ωB97M-V functional and the def2-TZVPD basis", "symbols": ["C", "O", "C", "C", "C", "C", "O", "H", "H", "H", "H", "H", "H", "H", "H", "H", "H"], "coordinates": [[-1.901108, 0.621692, 1.131141], [-0.685146, 1.161348, 1.574955], [0.538739, 1.326791, -0.944191], [0.563164, 0.084509, -1.411014], [1.518520, -0.956149, -0.876471], [0.762783, -1.658701, 0.223300], [0.700287, -1.261859, 1.366263], [-2.512552, 1.452362, 0.770711], [-2.440156, 0.114936, 1.940693], [-1.776509, -0.088291, 0.299575], [-0.204958, 2.049383, -1.257650], [1.256656, 1.684354, -0.216603], [-0.172946, -0.237715, -2.141759], [1.819930, -1.673399, -1.648629], [2.403302, -0.474527, -0.450938], [0.206228, -2.565586, -0.075605], [-0.076235, 0.420851, 1.716221]], "forces_ev_per_a": [[-0.4, 0.0, -0.1], [0.2, 0.0, 0.2], [0.1, 0.0, -0.2], [0.0, 0.3, -0.1], [0.1, 0.0, 0.0], [0.1, -0.1, 0.4], [0.1, -0.3, -0.5], [0.0, -0.1, 0.0], [0.0, 0.0, -0.1], [0.0, 0.1, 0.1], [0.0, -0.1, -0.1], [0.0, -0.1, 0.0], [0.0, 0.0, 0.1], [-0.1, 0.1, 0.1], [-0.1, -0.1, 0.0], [-0.1, 0.0, 0.0], [0.0, 0.2, 0.1]], "smiles": "C=CCC=O.CO", "e_homo_ev": -9.5, "lumo_energy_ev": 0.5483, "e_above_lowest_ev": 2.543, "total_energy_ha": -346.931997}

# 4
{"formula": "C2H2N6", "method": "the ωB97M-V functional and the def2-TZVPD basis", "symbols": ["C", "C", "H", "H", "N", "N", "N", "N", "N", "N"], "coordinates": [[0.247098, 0.787225, 0.699688], [-0.451451, -0.989794, -0.968467], [-0.643983, 0.505758, 2.206632], [-0.867911, -1.998058, -1.148612], [0.321483, 0.595133, 1.927038], [-1.004500, 0.936660, 0.105864], [-1.400619, 0.003005, -0.634259], [0.860829, -1.034041, -1.049445], [1.619547, 0.207367, -1.011210], [1.319508, 0.986744, -0.127230]], "forces_ev_per_a": [[0.1, -0.5, 0.9], [1.9, -2.1, 0.4], [-0.4, 0.1, 0.9], [-0.2, 0.8, 0.1], [0.5, -0.3, 0.4], [-1.8, -0.3, -1.2], [0.9, 0.9, -0.4], [-1.4, 1.3, -0.5], [-1.0, -1.8, -0.1], [1.4, 1.8, -0.5]], "smiles": "[H]/N=c1\\nncnnn1", "e_homo_ev": -10.2, "lumo_energy_ev": -1.7764, "e_above_lowest_ev": 2.305, "total_energy_ha": -405.771335}

# 5
{"formula": "C36H61BNO18", "method": "the ωB97M-V functional and the def2-TZVPD basis", "symbols": ["C", "C", "C", "C", "C", "O", "B", "C", "C", "O", "C", "O", "O", "C", "C", "C", "C", "O", "C", "C", "C", "C", "C", "C", "C", "N", "C", "O", "H", "H", "H", "H", "H", "H", "H", "H", "H", "H", "H", "H", "H", "H", "H", "H", "H", "H", "H", "H", "H", "H", "H", "H", "H", "H", "H", "H", "H", "C", "C", "O", "C", "O", "O", "C", "H", "H", "H", "H", "H", "H", "H", "H", "C", "C", "O", "C", "O", "O", "C", "H", "H", "H", "H", "H", "H", "H", "H", "C", "C", "O", "C", "O", "O", "C", "H", "H", "H", "H", "H", "H", "H", "H", "C", "C", "O", "C", "O", "O", "C", "H", "H", "H", "H", "H", "H", "H", "H"], "coordinates": [[-0.616088, -0.457609, 2.095704], [-1.151866, -1.860079, 1.821972], [-2.160040, -2.226735, 2.931864], [-0.063253, -2.946310, 1.559494], [1.377301, -2.629221, 1.980373], [2.077249, -1.634168, 1.286713], [2.882265, -0.912197, 2.321071], [3.185345, 0.667227, 2.106041], [2.204631, 1.606864, 2.801481], [1.845600, 2.738094, 1.927917], [0.701408, 3.316478, 2.262071], [0.498897, 4.497895, 2.172366], [2.307437, -1.272787, 3.625854], [1.711747, -2.520438, 3.532188], [2.741909, -3.572501, 3.907684], [3.166489, -3.546145, 5.402022], [4.652610, -3.844034, 5.522018], [2.721705, -2.369271, 6.066425], [3.658295, -1.324605, 6.177006], [2.940735, -0.044277, 6.534555], [3.651245, 1.040787, 7.038394], [3.009111, 2.235781, 7.325018], [1.643994, 2.381179, 7.117585], [0.925427, 1.291468, 6.638838], [1.568510, 0.094758, 6.352623], [0.489284, -2.563463, 4.353124], [0.055367, -3.615877, 4.748726], [-0.382890, -4.636883, 5.118289], [0.005651, -0.115421, 1.270942], [-1.483573, 0.212564, 2.108046], [-0.113455, -0.358424, 3.053867], [-1.744575, -1.778187, 0.907539], [-2.214694, -3.296132, 3.131929], [-3.147006, -1.831989, 2.688253], [-1.873766, -1.726805, 3.856613], [-0.414953, -3.860579, 2.040570], [-0.048223, -3.158994, 0.490199], [1.902391, -3.560626, 1.686920], [4.037923, -1.463811, 2.274845], [4.175625, 0.871657, 2.514657], [3.230267, 0.924531, 1.046952], [2.605453, 2.031484, 3.719112], [1.281115, 1.069428, 3.016394], [-0.104443, 2.633396, 2.572506], [2.358395, -4.575842, 3.692021], [3.625900, -3.437229, 3.289765], [2.656372, -4.369968, 5.907800], [5.260041, -3.166767, 4.925517], [4.807568, -4.849161, 5.126893], [4.991888, -3.850734, 6.556563], [4.169070, -1.141618, 5.229523], [4.361150, -1.542175, 6.987864], [4.719142, 0.955281, 7.204880], [3.583385, 3.076019, 7.695752], [1.140846, 3.315592, 7.321408], [-0.138774, 1.364582, 6.457811], [0.995700, -0.737674, 5.974077], [-3.175275, -5.880892, 5.644587], [-3.860891, -6.323132, 6.917058], [-5.279749, -6.065152, 6.900776], [-6.008248, -6.901995, 6.174777], [-5.612798, -7.865838, 5.571528], [-7.284520, -6.503171, 6.238713], [-8.178918, -7.280504, 5.443641], [-3.381342, -4.828727, 5.445737], [-2.104095, -6.015788, 5.730433], [-3.528166, -6.457711, 4.789825], [-3.484995, -5.750630, 7.762790], [-3.686274, -7.378987, 7.124653], [-8.096815, -8.338249, 5.684719], [-7.976806, -7.125650, 4.384758], [-9.179211, -6.927673, 5.678659], [-0.487637, 0.648542, -3.035408], [0.142538, -0.621385, -2.507681], [-0.751929, -1.744689, -2.632845], [-0.902366, -2.242660, -3.849298], [-0.357039, -1.871556, -4.858252], [-1.776834, -3.254812, -3.777687], [-2.087428, -3.849166, -5.035344], [-1.444750, 0.831104, -2.543796], [0.169082, 1.499477, -2.856616], [-0.675375, 0.580699, -4.106434], [0.344245, -0.532018, -1.442024], [1.088412, -0.832477, -3.005118], [-1.183525, -4.163157, -5.553291], [-2.646805, -3.151246, -5.657632], [-2.704136, -4.716759, -4.817509], [1.210464, 6.251234, -5.914569], [1.821710, 4.953544, -5.430693], [0.918768, 3.844932, -5.574026], [0.776205, 3.374005, -6.807778], [1.344362, 3.771380, -7.793839], [-0.112944, 2.381837, -6.770078], [-0.432229, 1.818996, -8.042177], [0.263947, 6.437381, -5.405281], [1.887031, 7.081433, -5.712527], [1.015243, 6.221804, -6.985832], [2.028751, 5.008024, -4.364057], [2.757925, 4.732891, -5.942922], [0.467199, 1.503444, -8.566021], [-0.984056, 2.538632, -8.646845], [-1.059127, 0.955397, -7.840988], [-0.691196, 5.548097, -11.506354], [-1.041208, 6.078002, -10.132799], [-0.379496, 7.321444, -9.849442], [-0.888522, 8.392196, -10.449425], [-1.852875, 8.418745, -11.170079], [-0.151506, 9.449917, -10.102700], [-0.548186, 10.671963, -10.726450], [0.390653, 5.461445, -11.613028], [-1.139464, 4.565561, -11.654197], [-1.053712, 6.213438, -12.288795], [-0.687197, 5.385600, -9.370557], [-2.117463, 6.196874, -10.007574], [-1.603810, 10.871548, -10.556240], [-0.345386, 10.634080, -11.795757], [0.050924, 11.454029, -10.269323]], "forces_ev_per_a": [[-0.7, 0.2, -0.6], [-0.1, -0.2, 0.1], [0.2, 0.5, 0.1], [-0.5, 1.3, 0.2], [0.9, -2.2, -0.4], [-1.5, 0.9, 0.9], [2.0, -0.8, -0.6], [-0.4, 0.4, 0.6], [-0.2, -0.5, -0.8], [0.2, 0.0, 0.5], [-0.2, 0.4, -0.3], [0.0, 0.1, -0.2], [-0.9, 0.5, 0.4], [0.7, 1.5, -1.6], [-0.1, -0.5, 0.9], [-0.2, -0.1, -0.3], [0.0, -0.2, 0.0], [0.4, -0.3, 0.4], [-0.5, 0.5, 0.1], [-0.2, 0.0, 0.1], [-0.1, -0.1, 0.0], [0.0, 0.3, 0.0], [0.0, -0.3, -0.1], [0.2, 0.0, 0.0], [-0.1, 0.0, 0.0], [0.1, -0.6, 0.3], [0.3, 0.1, -0.2], [-0.2, 0.0, 0.2], [0.4, 0.0, 0.2], [0.0, 0.1, 0.2], [0.2, -0.2, 0.0], [0.1, -0.1, -0.1], [-0.2, -0.1, -0.1], [-0.1, -0.2, -0.1], [0.0, -0.1, 0.1], [0.3, -0.2, 0.1], [0.2, 0.0, -0.1], [-0.1, -0.2, 0.1], [0.0, 0.0, 0.0], [0.1, 0.0, -0.1], [-0.1, -0.1, -0.1], [0.0, 0.0, 0.1], [0.0, 0.1, 0.2], [0.2, -0.3, 0.2], [0.0, 0.0, -0.1], [-0.1, 0.3, -0.3], [-0.2, 0.1, 0.1], [0.0, 0.1, 0.0], [0.1, 0.0, 0.0], [0.0, 0.1, 0.1], [0.2, -0.2, 0.0], [0.3, 0.0, -0.2], [0.0, 0.0, 0.0], [0.0, 0.0, 0.0], [0.0, 0.1, 0.0], [-0.1, 0.1, 0.0], [0.1, -0.1, -0.1], [-0.4, -0.1, -0.1], [0.4, 0.0, 0.0], [0.0, 0.0, 0.0], [0.0, 0.0, 0.1], [0.0, 0.0, 0.0], [0.0, 0.0, 0.0], [-0.1, 0.0, 0.0], [0.1, 0.0, 0.1], [0.1, 0.0, 0.0], [0.0, -0.1, 0.0], [-0.1, 0.0, 0.0], [-0.1, 0.0, -0.1], [0.1, 0.0, 0.0], [0.0, -0.1, 0.0], [0.0, 0.1, 0.0], [-0.2, -0.1, -0.2], [0.2, 0.4, 0.1], [0.0, -0.1, 0.0], [0.1, 0.0, 0.1], [0.0, 0.0, -0.1], [0.0, 0.0, 0.0], [-0.1, -0.1, 0.0], [0.1, 0.0, 0.1], [0.0, 0.0, 0.0], [0.1, 0.0, 0.0], [-0.1, -0.2, 0.0], [-0.1, -0.1, -0.1], [0.0, 0.1, 0.0], [0.1, 0.0, 0.0], [0.0, 0.0, 0.1], [-0.2, -0.1, -0.1], [0.2, 0.3, 0.1], [0.0, 0.0, 0.0], [0.0, 0.0, 0.1], [0.0, 0.0, -0.1], [0.0, 0.0, 0.0], [-0.1, -0.2, 0.0], [0.1, 0.0, 0.1], [0.0, 0.0, 0.0], [0.1, 0.0, 0.0], [-0.1, -0.1, 0.0], [-0.1, 0.0, -0.1], [0.0, 0.1, 0.0], [0.1, 0.0, 0.0], [0.0, 0.0, 0.1], [0.1, 0.2, -0.1], [-0.1, -0.4, 0.0], [0.0, 0.0, 0.0], [0.0, 0.0, 0.1], [0.0, 0.0, 0.0], [0.0, 0.0, 0.0], [0.0, 0.2, 0.0], [0.0, -0.1, 0.1], [0.0, 0.0, 0.0], [-0.1, 0.0, 0.0], [0.1, 0.1, 0.1], [0.0, 0.1, -0.1], [0.0, -0.1, 0.0], [-0.1, 0.0, 0.0], [0.0, -0.1, 0.0]], "charge": -1, "e_homo_ev": -4.6, "lumo_energy_ev": 1.8632, "total_energy_ha": -2842.434156}

# 6
{"formula": "C4H12NS", "method": "the ωB97M-V functional and the def2-TZVPD basis", "symbols": ["C", "C", "C", "C", "S", "N", "H", "H", "H", "H", "H", "H", "H", "H", "H", "H", "H", "H"], "coordinates": [[-2.846116, 0.767316, 0.376064], [-2.207248, -0.638803, 0.363206], [-2.826467, -1.648011, -0.295389], [1.191689, 0.317786, -0.059705], [0.439891, 1.896430, -0.414307], [4.859926, -0.398746, -0.249109], [-2.326002, 1.514360, -0.214037], [-2.995910, 1.098506, 1.388377], [-3.825005, 0.656346, -0.026926], [-1.128372, -0.707928, 0.623474], [-2.265604, -2.596344, -0.410646], [-3.771984, -1.461716, -0.871838], [1.834697, 0.612061, 0.805589], [1.750663, 0.085160, -1.002654], [-0.433200, 1.966886, 0.538626], [5.303308, -0.114436, 0.574813], [3.868169, -0.381059, -0.234192], [5.377570, -0.967801, -0.891341]], "forces_ev_per_a": [[0.6, -1.8, 0.6], [-0.5, 0.7, -1.8], [1.1, 0.6, -0.1], [1.3, 6.0, -1.9], [0.8, -3.5, -1.9], [-0.2, 0.4, -0.9], [0.2, 0.2, -0.2], [0.2, 0.4, 0.5], [-0.8, 0.1, -0.5], [-0.8, -0.4, 0.5], [-0.8, 0.5, 0.0], [0.8, -0.5, 1.0], [-1.1, -2.1, 0.9], [-0.7, -0.7, 0.9], [-0.4, 0.4, 2.0], [0.6, 0.2, 1.0], [-0.1, -0.5, -0.1], [-0.3, -0.1, 0.1]], "charge": 1, "e_homo_ev": -12.8, "lumo_energy_ev": -8.8320, "e_above_lowest_ev": 6.387, "total_energy_ha": -612.069985}